--- i ---
ORCA calculation (ωB97M-V/def2-TZVPD) on a cluster of 3 separate species, C3H11O2S in total.

Each line ends with the natural charge from an NBO analysis.
Geometry (Å):
S 2.57 0.33 -0.24  -0.758
O 4.05 3.09 1.07  -0.977
O -6.23 0.78 1.12  -0.919
C 0.40 -2.27 -0.77  -0.640
C 0.04 -0.76 -0.79  -0.442
C 0.80 0.00 0.28  -0.508
H 0.22 -2.80 -1.74  0.196
H -1.03 -0.60 -0.79  0.166
H 3.32 2.56 0.76  0.501
H 0.53 1.00 0.37  0.196
H 0.75 -0.46 1.32  0.163
H -6.21 -0.08 0.81  0.458
H 0.44 -0.12 -1.65  0.219
H 1.56 -2.37 -0.59  0.237
H -5.71 1.18 0.49  0.460
H -0.07 -2.61 0.18  0.192
H 4.57 3.15 0.18  0.453

## Properties
Net charge = -1

---

--- ii ---
ORCA calculation (ωB97M-V/def2-TZVPD) on a cluster of 4 separate species, C3H11O2S in total.

Each line ends with the natural charge from an NBO analysis.
Geometry (Å):
S -0.76 2.32 0.76  -0.081
O 1.78 -2.08 0.53  -1.275
O 2.13 0.30 1.34  -1.071
C -1.07 0.19 -1.74  -0.628
C -1.06 0.54 0.71  -0.554
C -0.54 -0.34 -0.42  -0.443
H -2.14 -0.02 -1.93  0.187
H 1.47 0.98 1.20  0.447
H -0.49 -0.20 -2.58  0.202
H -2.16 0.49 0.73  0.197
H -0.88 -1.36 -0.24  0.221
H -0.76 1.25 -1.73  0.209
H 0.53 -0.55 -0.42  0.298
H 2.01 -0.72 1.16  0.528
H 1.66 -2.81 1.14  0.411
H 0.98 1.96 -0.11  0.119
H -0.69 0.05 1.61  0.232

## Properties
Net charge = -1

---

Least stable: ii

---

--- i ---
ORCA calculation (ωB97M-V/def2-TZVPD) on an isolated molecule of C6H12S2.

Each line ends with the natural charge from an NBO analysis.
Geometry (Å):
S 1.84 -0.16 -1.11  0.238
S -0.76 1.47 -1.17  0.247
C -0.06 2.41 0.20  -0.758
C 2.36 -0.10 0.62  -0.743
C 0.05 -0.12 -0.96  -0.365
C -0.70 -1.27 -1.60  -0.408
C -0.60 -1.21 -0.13  -0.237
C -1.80 -0.95 0.74  -0.611
H -1.51 -0.55 1.72  0.207
H 3.46 -0.26 0.62  0.234
H 2.09 0.83 1.09  0.210
H 0.09 -1.91 0.35  0.220
H -2.36 -1.87 0.91  0.215
H -0.25 1.92 1.17  0.213
H -0.10 -2.00 -2.15  0.232
H -0.55 3.39 0.22  0.235
H 1.01 2.57 0.07  0.217
H -1.65 -1.00 -2.07  0.223
H 1.92 -0.90 1.19  0.209
H -2.48 -0.26 0.28  0.222

## Properties
SMILES = CSC1(SC)C[C@@H]1C
Net charge = 0

---

--- ii ---
ORCA calculation (ωB97M-V/def2-TZVPD) on an isolated molecule of C6H12S2.

Each line ends with the natural charge from an NBO analysis.
Geometry (Å):
S 0.70 0.38 -0.47  0.223
S 1.32 3.29 0.16  0.229
C -2.55 -2.11 0.64  -0.628
C 3.06 3.10 -0.12  -0.760
C -1.36 -1.52 -0.16  -0.015
C -1.08 -2.31 -1.43  -0.654
C -0.76 -0.40 0.28  -0.344
C 1.09 1.59 0.79  -0.692
H 0.03 -2.50 -1.57  0.226
H -3.45 -2.07 -0.07  0.208
H -2.80 -1.64 1.59  0.217
H 3.31 4.03 -0.64  0.229
H 3.70 2.94 0.81  0.217
H -1.43 -1.85 -2.30  0.225
H 1.93 1.31 1.36  0.220
H 0.32 1.69 1.57  0.236
H -2.58 -3.17 0.72  0.217
H 3.20 2.34 -0.84  0.215
H -1.12 0.20 1.14  0.214
H -1.51 -3.30 -1.48  0.217

## Properties
SMILES = CSCSC=C(C)C
Net charge = 0

---

Least stable: ii

---

--- i ---
ORCA calculation (ωB97M-V/def2-TZVPD) on a structure of composition CH4N4O2.

Each line ends with the natural charge from an NBO analysis.
Geometry (Å):
O 2.00 -0.28 1.56  -0.346
O 2.34 -1.52 -0.20  -0.317
N -0.18 -0.08 -1.21  -0.302
N -0.08 -0.62 0.07  -0.200
N 1.77 -0.81 0.54  0.623
N -1.00 1.03 -0.78  -0.459
C -0.72 0.56 0.60  -0.109
H -0.52 -0.72 -1.93  0.361
H -1.98 0.88 -1.02  0.344
H -0.05 1.25 1.14  0.209
H -1.58 0.31 1.22  0.195

## Properties
Net charge = 0

---

--- ii ---
ORCA calculation (ωB97M-V/def2-TZVPD) on an isolated molecule of CH4N4O2.

Each line ends with the natural charge from an NBO analysis.
Geometry (Å):
O -2.82 -0.45 -0.76  -0.511
O 0.50 -1.04 0.02  -0.398
N -1.69 -0.77 -0.01  0.096
N -0.67 -0.82 -0.76  0.072
N 0.31 1.03 1.01  -0.759
N 2.07 0.56 -0.44  -0.807
C 0.97 0.20 0.27  0.658
H -0.32 0.49 1.62  0.354
H 2.66 -0.19 -0.76  0.401
H -3.51 -0.44 -0.09  0.487
H 2.50 1.41 -0.12  0.408

## Properties
SMILES = [H]/N=C(/N)O/N=N/O
Net charge = 0

---

Least stable: i

---

--- i ---
ORCA calculation (ωB97M-V/def2-TZVPD) on a structure of composition C3HNO2.

Each line ends with the natural charge from an NBO analysis.
Geometry (Å):
O 3.42 0.89 -0.01  -0.448
O 1.85 -2.06 0.04  -0.433
N 1.03 1.15 0.06  -0.399
C 1.62 -0.91 -0.05  0.455
C 0.31 0.09 -0.02  0.047
C 2.31 0.49 -0.01  0.561
H -0.76 0.02 0.00  0.217

## Properties
Net charge = 0

---

--- ii ---
ORCA calculation (ωB97M-V/def2-TZVPD) on an isolated molecule of C3HNO2.

Each line ends with the natural charge from an NBO analysis.
Geometry (Å):
O 0.77 1.00 -1.37  -0.437
O -1.07 -1.41 0.05  -0.409
N -0.68 1.31 2.10  -0.205
C 0.67 -0.10 -0.90  0.353
C -0.40 -0.42 0.13  0.397
C -0.59 0.57 1.21  0.153
H 1.29 -0.96 -1.21  0.147

## Properties
SMILES = N#CC(=O)C=O
Net charge = 0

---

Least stable: i